--- 1 ---
{"formula": "C3H2IN2", "method": "ωB97M-V/def2-TZVPD", "elements": ["C", "C", "C", "N", "N", "I", "H", "H"], "coordinates": [[-0.40587, -1.56550, -0.00837], [0.74807, 0.23683, 0.26091], [-0.68968, 0.50191, -0.07737], [0.77611, -1.77629, -0.00027], [-1.36380, -0.69468, 0.14892], [2.61014, 1.00430, 0.12484], [-0.84174, 1.32627, 0.64527], [-0.83324, 0.96716, -1.09392]], "lumo_energy_ev": [-8.126, -8.126], "total_charge": 1, "homo_energy_ev": [-14.56, -14.56]}

---

--- 2 ---
{"formula": "C3H2IN2", "method": "ωB97M-V/def2-TZVPD", "elements": ["C", "C", "C", "N", "N", "I", "H", "H"], "coordinates": [[0.03643, 1.85860, -0.29894], [0.96719, 1.26527, 0.89845], [-1.96108, 0.53004, -0.07383], [1.21359, 2.12821, -0.18910], [-1.11202, 1.24147, -0.58976], [-3.82933, -0.16840, 0.04430], [0.68955, 1.65289, 1.78411], [1.06082, 0.24551, 0.70915]], "smiles": "IC#[N+]C1=NC1", "lumo_energy_ev": [-6.787, -6.704], "total_charge": 1, "homo_energy_ev": [-13.44, -13.55]}

---

--- 3 ---
{"formula": "C3H2IN2", "method": "ωB97M-V/def2-TZVPD", "elements": ["C", "C", "C", "N", "N", "I", "H", "H"], "coordinates": [[-0.56015, -1.47425, 0.00197], [-0.66417, 0.33325, 0.63022], [0.42868, 0.28767, -0.45738], [-1.13346, -0.84246, 0.94131], [0.17556, -1.27623, -0.92630], [2.45667, 0.77024, 0.05878], [-0.84142, 1.30457, 1.05294], [0.13830, 0.89721, -1.30152]], "lumo_energy_ev": -7.641, "total_charge": 1, "homo_energy_ev": -15.06}

---

Which is most stable, and by how much? 3, by 35.2 kcal/mol.

---

--- 1 ---
{"formula": "BF4H24O12", "method": "ωB97M-V/def2-TZVPD", "elements": ["B", "F", "F", "F", "F", "O", "H", "H", "O", "H", "H", "O", "H", "H", "O", "H", "H", "O", "H", "H", "O", "H", "H", "O", "H", "H", "O", "H", "H", "O", "H", "H", "O", "H", "H", "O", "H", "H", "O", "H", "H"], "coordinates": [[-0.23920, 0.22320, 0.43319], [-1.11140, 0.96963, 1.21664], [0.80370, -0.28826, 1.16119], [-1.02229, -0.82689, -0.12692], [0.18510, 1.00678, -0.65202], [-1.25710, 5.24469, -0.44261], [-1.03811, 4.32879, -0.27115], [-1.17723, 5.67404, 0.40917], [-0.15632, -3.48633, 5.82176], [-0.34983, -3.73834, 4.91883], [-0.78178, -3.98344, 6.34896], [-3.79424, -0.48396, -3.66685], [-4.73141, -0.52013, -3.47547], [-3.40466, -0.09193, -2.88533], [3.05849, 6.09600, -1.49966], [3.30465, 6.87359, -0.99869], [2.10236, 6.07682, -1.45861], [-4.09802, -2.82086, 1.91624], [-3.42596, -2.35375, 1.41987], [-3.62246, -3.51980, 2.36518], [-2.83133, -5.29871, -2.65454], [-3.11644, -5.05121, -1.77494], [-3.58293, -5.10358, -3.21424], [-3.10451, 3.02757, 4.82705], [-3.54386, 2.27556, 5.22414], [-2.91417, 2.74886, 3.93133], [3.09781, 2.03095, -5.21781], [3.43763, 2.78191, -4.73118], [2.14944, 2.16036, -5.22730], [3.20704, -0.70936, 5.41498], [3.19171, -0.50249, 4.48052], [2.36174, -1.12610, 5.58243], [-0.00161, -2.43715, -5.25407], [-0.48098, -2.26576, -4.44348], [-0.61489, -2.93474, -5.79492], [3.93100, -3.75896, 0.33813], [3.13437, -4.28500, 0.40789], [3.81387, -3.05961, 0.98111], [4.56324, 2.25000, -1.03625], [4.30209, 3.13916, -1.27587], [3.75648, 1.73841, -1.09668]], "lumo_energy_ev": 2.065, "total_charge": -1, "homo_energy_ev": -8.36}

---

--- 2 ---
{"formula": "BF4H24O12", "method": "ωB97M-V/def2-TZVPD", "elements": ["B", "F", "F", "F", "F", "O", "H", "H", "O", "H", "H", "O", "H", "H", "O", "H", "H", "O", "H", "H", "O", "H", "H", "O", "H", "H", "O", "H", "H", "O", "H", "H", "O", "H", "H", "O", "H", "H", "O", "H", "H"], "coordinates": [[25.93756, 0.73379, -22.27765], [24.85111, -0.04218, -22.62624], [25.74832, 1.41699, -21.05420], [26.99278, -0.16392, -22.06904], [26.14442, 1.66979, -23.27248], [24.17207, 3.52259, -22.12848], [24.66455, 3.10331, -22.78925], [23.27369, 3.22021, -22.40968], [22.60863, -1.09889, -20.66239], [22.82666, -1.09798, -21.61477], [21.75004, -0.70884, -20.63051], [23.41743, -2.94793, -23.43245], [23.62654, -2.92543, -24.35809], [24.20348, -2.87908, -22.89009], [27.82782, 1.74243, -19.04271], [27.31432, 1.36992, -19.78668], [27.89316, 2.64698, -19.26565], [26.29294, 4.11413, -20.55371], [26.27137, 3.51099, -21.29697], [25.41284, 4.34762, -20.37541], [23.45113, 2.35150, -19.74654], [23.85399, 2.50038, -20.62655], [22.61900, 1.85150, -19.84696], [27.38974, -1.68591, -19.59028], [26.54549, -1.33073, -19.42567], [27.64384, -1.18187, -20.33774], [25.33938, 2.58873, -17.69992], [26.01954, 2.30636, -18.29786], [24.50214, 2.50612, -18.18430], [24.73136, -0.34691, -19.37699], [23.89975, -0.43511, -19.79436], [25.17896, 0.41207, -19.71935], [23.09403, 1.06623, -24.41646], [23.84758, 0.65059, -23.98009], [23.27042, 1.94095, -24.66001], [21.70944, -0.88761, -23.18089], [22.24151, -1.61910, -23.42969], [22.05395, -0.14078, -23.67956], [25.69847, -2.90560, -22.03975], [25.77583, -3.15668, -21.10625], [25.91946, -2.02310, -22.18097]], "lumo_energy_ev": 2.284, "total_charge": -1, "homo_energy_ev": -7.14}

---

Which is most stable, and by how much? 2, by 50.0 kcal/mol.

---

--- 1 ---
{"formula": "C38H35N10O9S2Tl", "method": "ωB97M-V/def2-TZVPD", "elements": ["Tl", "C", "C", "C", "C", "C", "N", "C", "C", "C", "C", "C", "C", "C", "N", "C", "C", "C", "N", "C", "C", "N", "C", "C", "C", "N", "H", "H", "H", "H", "H", "H", "H", "H", "H", "H", "H", "H", "H", "H", "H", "H", "H", "H", "C", "C", "N", "C", "C", "N", "C", "O", "O", "C", "O", "O", "H", "H", "H", "H", "H", "N", "C", "N", "C", "C", "O", "C", "C", "H", "H", "H", "H", "H", "H", "H", "H", "O", "O", "O", "S", "O", "N", "C", "S", "C", "C", "C", "C", "C", "C", "H", "H", "H", "H"], "coordinates": [[0.03342, 0.02682, -0.96021], [4.29526, 5.13306, -0.98493], [3.86969, 3.71564, -0.71591], [3.65934, 2.81346, -1.75489], [3.16046, 1.54860, -1.51002], [2.84558, 1.11536, -0.21814], [2.16077, -0.09077, 0.01272], [2.83393, -1.25409, -0.22415], [4.15563, -1.32583, -0.71845], [4.78134, -2.52412, -1.00378], [4.14798, -3.74722, -0.81774], [4.81265, -5.05513, -1.15736], [2.87303, -3.70545, -0.27158], [2.24985, -2.51385, 0.06308], [1.02711, -2.62619, 0.79184], [0.79769, -3.52107, 1.77777], [-0.53053, -3.44117, 2.12008], [-1.05138, -2.44807, 1.27965], [-0.10378, -1.96047, 0.49113], [3.12021, 2.00587, 0.82158], [3.61376, 3.28238, 0.57540], [2.85124, 1.65089, 2.17345], [2.14805, 2.38811, 3.06260], [2.17432, 1.70744, 4.25580], [2.93455, 0.55422, 3.97662], [3.34451, 0.52832, 2.71971], [4.85576, 5.20492, -1.91810], [3.42025, 5.78179, -1.07081], [4.91932, 5.52195, -0.17847], [3.83560, 3.12657, -2.77790], [2.92575, 0.88328, -2.33353], [4.69368, -0.40362, -0.88377], [5.79319, -2.50271, -1.39803], [5.67639, -4.89347, -1.80452], [5.16572, -5.57994, -0.26429], [4.12848, -5.72712, -1.68015], [2.33348, -4.62932, -0.09121], [1.60393, -4.12204, 2.16112], [-1.05361, -3.98435, 2.88696], [-2.04941, -2.03597, 1.23425], [3.78797, 3.94511, 1.41614], [1.67928, 3.31311, 2.76908], [1.70135, 1.99131, 5.18019], [3.19678, -0.25745, 4.63676], [-1.11853, 0.69176, 2.72920], [-0.80289, 1.81716, 1.81937], [-0.36553, 1.75460, 0.57529], [-0.13767, 3.05126, 0.15844], [-0.44626, 3.91047, 1.17154], [-0.87337, 3.11151, 2.19511], [-0.32951, 5.39934, 1.36997], [0.08571, 6.05112, 0.36687], [-0.66041, 5.81860, 2.48373], [0.38125, 3.33494, -1.19827], [0.57958, 4.58840, -1.50136], [0.61374, 2.41784, -1.96891], [-1.02625, -0.24875, 2.20065], [-2.13896, 0.75741, 3.10630], [-0.42068, 0.69266, 3.56877], [-1.16114, 3.48987, 3.08470], [0.31730, 5.22926, -0.70624], [0.39887, -1.03061, -2.77025], [-0.63544, -0.92702, -3.48377], [-0.74055, -1.52395, -4.74624], [-1.78614, -1.20622, -5.69078], [-2.06764, -2.43862, -6.53208], [-0.89485, -2.92239, -7.17262], [0.10922, -3.23270, -6.21206], [0.46150, -2.02812, -5.36270], [-1.48162, -0.38212, -6.35633], [-2.68324, -0.90119, -5.15928], [-2.78007, -2.21300, -7.32704], [-2.48462, -3.22469, -5.88792], [0.97472, -3.58189, -6.77678], [-0.24635, -4.04288, -5.56109], [0.92739, -1.26075, -6.00233], [1.16523, -2.28981, -4.57433], [-1.93941, 0.29962, -1.93033], [-1.82031, -0.29286, -3.22031], [-4.86980, -2.96167, 4.85017], [-4.59434, -1.56202, 4.62573], [-4.02829, -0.83635, 5.73868], [-3.74478, -1.32945, 3.26596], [-4.42974, -0.66385, 2.34249], [-3.88024, -0.24738, 0.82085], [-5.82029, -0.29305, 2.79585], [-6.79751, 0.40303, 2.10396], [-8.01430, 0.62998, 2.73325], [-8.25094, 0.17070, 4.02840], [-7.26940, -0.52633, 4.72143], [-6.06748, -0.74045, 4.07639], [-6.58797, 0.75086, 1.10059], [-8.79300, 1.17430, 2.21262], [-9.20826, 0.36194, 4.49834], [-7.43529, -0.88730, 5.72840]], "lumo_energy_ev": 4.024, "total_charge": -2, "homo_energy_ev": -2.75}

---

--- 2 ---
{"formula": "C38H35N10O9S2Tl", "method": "ωB97M-V/def2-TZVPD", "elements": ["Tl", "C", "C", "C", "C", "C", "N", "C", "C", "C", "C", "C", "C", "C", "N", "C", "C", "C", "N", "C", "C", "N", "C", "C", "C", "N", "H", "H", "H", "H", "H", "H", "H", "H", "H", "H", "H", "H", "H", "H", "H", "H", "H", "H", "C", "C", "N", "C", "C", "N", "C", "O", "O", "C", "O", "O", "H", "H", "H", "H", "H", "N", "C", "N", "C", "C", "O", "C", "C", "H", "H", "H", "H", "H", "H", "H", "H", "O", "O", "O", "S", "O", "N", "C", "S", "C", "C", "C", "C", "C", "C", "H", "H", "H", "H"], "coordinates": [[-1.03634, -0.18488, -0.38593], [-2.85514, -3.83677, 4.80913], [-2.42605, -2.57355, 4.11475], [-3.26033, -1.92812, 3.20729], [-2.81733, -0.83592, 2.48561], [-1.52120, -0.33442, 2.63006], [-1.00962, 0.65079, 1.76036], [-1.47872, 1.92501, 1.91716], [-2.45941, 2.29584, 2.86079], [-2.94068, 3.58705, 2.96668], [-2.48659, 4.60979, 2.14326], [-3.02513, 6.01298, 2.23594], [-1.48591, 4.27931, 1.24023], [-0.96321, 2.99885, 1.15102], [0.17747, 2.84062, 0.30809], [1.20755, 3.71090, 0.21190], [2.02729, 3.28344, -0.80448], [1.41263, 2.11895, -1.28648], [0.30676, 1.85975, -0.60473], [-0.71646, -0.94550, 3.59286], [-1.15829, -2.04874, 4.31381], [0.60704, -0.48165, 3.83232], [1.72143, -1.24583, 3.88456], [2.76659, -0.40787, 4.18913], [2.16633, 0.86159, 4.30722], [0.86192, 0.81003, 4.09677], [-3.94001, -3.87860, 4.91561], [-2.54259, -4.70888, 4.22983], [-2.40824, -3.91831, 5.80130], [-4.25297, -2.32190, 3.02041], [-3.44852, -0.38932, 1.72468], [-2.84667, 1.53647, 3.52502], [-3.70537, 3.79939, 3.70797], [-3.96238, 6.03160, 2.79451], [-2.32726, 6.68614, 2.74296], [-3.22050, 6.43203, 1.24646], [-1.08632, 5.03816, 0.57570], [1.27693, 4.54492, 0.88871], [2.95931, 3.70766, -1.13386], [1.74307, 1.43317, -2.05423], [-0.48645, -2.50496, 5.03264], [1.67855, -2.30367, 3.68355], [3.80557, -0.67015, 4.29121], [2.63001, 1.80883, 4.53313], [2.84069, -0.55309, 0.43290], [1.91039, -1.68994, 0.62275], [0.60638, -1.71485, 0.42164], [0.16138, -2.96276, 0.80544], [1.21848, -3.70453, 1.25117], [2.30413, -2.88606, 1.11107], [1.37589, -5.06853, 1.87039], [0.31318, -5.75183, 1.97116], [2.51807, -5.36443, 2.23285], [-1.27439, -3.30961, 0.69677], [-1.63601, -4.49253, 1.10506], [-2.06280, -2.49404, 0.24143], [2.31624, 0.29014, 0.00084], [3.65399, -0.81315, -0.24288], [3.25394, -0.25136, 1.39739], [3.23313, -3.17750, 1.37368], [-0.81227, -5.05426, 1.47557], [-2.89238, 0.49947, -1.19455], [-2.95923, 0.07138, -2.37617], [-4.04558, 0.34990, -3.22434], [-4.30894, -0.42936, -4.41521], [-5.11057, 0.42225, -5.38219], [-6.30894, 0.90963, -4.79468], [-6.01763, 1.67021, -3.62780], [-5.24697, 0.85932, -2.60615], [-4.88390, -1.33871, -4.17605], [-3.37113, -0.73108, -4.87343], [-5.41093, -0.16040, -6.25425], [-4.49315, 1.26919, -5.71163], [-6.97868, 1.99329, -3.22541], [-5.42947, 2.55521, -3.90665], [-5.88330, 0.03696, -2.24057], [-4.96002, 1.46895, -1.75134], [-0.83438, -0.97738, -2.42816], [-2.05699, -0.67023, -3.09111], [6.39514, 2.62562, -2.67900], [6.17644, 1.29173, -2.17079], [6.84403, 0.96251, -0.93373], [4.59943, 0.92498, -2.11679], [4.27257, -0.05116, -2.95568], [2.74209, -0.68387, -3.17364], [5.45164, -0.57054, -3.74153], [5.48137, -1.57993, -4.68946], [6.69678, -1.88813, -5.28602], [7.86077, -1.20136, -4.94287], [7.82977, -0.18995, -3.99115], [6.61061, 0.09938, -3.41105], [4.56414, -2.09864, -4.93697], [6.74454, -2.67539, -6.02880], [8.79726, -1.46116, -5.42181], [8.72439, 0.35138, -3.71117]], "lumo_energy_ev": 4.026, "total_charge": -2, "homo_energy_ev": -2.89}

---

Which is most stable, and by how much? 2, by 3.7 kcal/mol.